No. 1
Below is 2 unconnected molecules or ions with the total composition C8H8N2O4S in a non-equilibrium geometry, with properties calculated with the ωB97M-V functional and the def2-TZVPD basis.

- Strongest force on any atom: 2.02 eV/A
- Orbital gap (alpha / beta): 0.2260 / 0.3282 Ha
- Relative energy (zero: lowest compared OMol25 entry of this formula, charge and spin): 200.67 kcal/mol
- HOMO (alpha / beta): -9.0 / -9.5 eV
- Lowest unoccupied orbital energy (alpha / beta): -2.9 / -0.6 eV

```
23
Properties=species:S:1:pos:R:3:forces:R:3:lowdin_charge:R:1
C 3.2960 0.9537 -0.0484 0.05 0.01 -0.04 -0.073
C 2.4583 1.9548 -0.5125 -0.06 0.09 0.04 -0.063
C 2.8054 -0.0327 0.7911 0.11 -0.05 0.01 -0.075
C 1.1258 1.9842 -0.1347 0.15 0.09 -0.03 -0.099
C 1.4729 -0.0237 1.1629 -0.06 -0.01 0.02 -0.100
C 0.6426 0.9801 0.6855 -0.45 0.00 0.12 -0.488
C -1.4376 -2.8010 -0.3453 0.13 0.17 0.28 0.121
C -1.9289 0.1485 0.0656 1.29 0.52 1.47 -0.382
N -3.1258 -0.4011 0.5661 -1.02 -0.51 0.17 -0.430
N -1.7159 0.3297 -1.3208 -0.12 -0.14 -1.00 -0.370
O -3.2163 -0.3853 1.7883 -0.24 -0.06 0.04 0.005
O -2.1383 -0.5093 -2.0865 0.00 0.01 -0.12 0.095
O -3.9755 -0.8223 -0.1878 -0.15 0.08 -0.10 0.095
O -1.0912 1.3252 -1.6476 -0.05 0.15 -0.03 0.063
S -1.0482 0.9709 1.3012 0.35 -0.24 -0.67 1.171
H 4.3372 0.9520 -0.3382 0.04 -0.04 -0.01 0.107
H 2.8391 2.7229 -1.1678 0.05 0.07 -0.04 0.109
H 3.4606 -0.8068 1.1611 0.04 -0.07 0.03 0.107
H 0.4710 2.7636 -0.4869 -0.04 0.04 -0.01 0.107
H 1.0783 -0.7789 1.8269 -0.03 -0.07 0.02 0.107
H -0.9465 -3.0414 0.5816 0.06 -0.06 0.08 0.000
H -2.4996 -2.9084 -0.4343 -0.24 -0.02 -0.02 -0.003
H -0.8636 -2.5748 -1.2195 0.20 0.01 -0.21 -0.004
```
Forces are in eV/Å.

No. 2
Below is 2 unconnected molecules or ions with the total composition C8H8N3O3 in a non-equilibrium geometry, with properties calculated with the ωB97M-V functional and the def2-TZVPD basis.

- Strongest force on any atom: 3.72 eV/A
- Orbital gap: 0.2640 Ha
- Total charge: -1
- Relative energy (zero: lowest compared OMol25 entry of this formula, charge and spin): 51.39 kcal/mol
- HOMO: -3.6 eV
- Lowest unoccupied orbital energy: 3.6 eV

```
22
Properties=species:S:1:pos:R:3:forces:R:3:lowdin_charge:R:1
C 3.3880 -0.5891 0.4117 -0.40 -0.30 -0.59 -0.174
C 2.8720 0.7051 0.5073 2.53 0.09 1.36 -0.190
C 1.4093 -1.1810 -0.6119 1.04 0.59 -0.22 -0.088
C 0.8545 0.0614 -0.3334 0.81 -0.26 0.05 -0.250
C -1.5962 -0.2897 1.5758 -0.06 -0.29 3.27 -0.441
C -1.3857 -0.8345 -0.8532 -2.05 -0.90 -0.13 -0.502
C -0.8985 1.6817 -0.4811 -3.03 -2.15 0.28 -0.060
C -0.5356 0.2377 -0.5197 0.65 0.45 -0.28 -0.252
N 2.6405 -1.4574 -0.2660 0.41 -1.67 -0.58 0.040
N 1.7013 1.0568 0.0535 -2.09 0.02 0.51 0.120
N -2.7979 0.0748 1.5903 1.39 -0.04 -0.90 0.139
O -1.2821 -2.0666 -0.9392 0.73 0.88 -0.06 -0.005
O -0.6290 -0.6784 2.1482 -0.68 0.28 -0.96 0.105
O -2.7620 -0.3825 -0.9704 -1.10 -0.85 -1.13 -0.092
H 4.3931 -1.0140 0.6317 -0.72 1.09 0.38 0.091
H 3.4905 1.4735 1.0528 -0.60 -0.46 -0.96 0.100
H 0.8489 -1.7539 -1.3178 0.05 -1.17 0.20 0.101
H -0.2233 2.2435 -1.0389 0.61 1.33 -1.02 0.055
H -1.0472 2.0111 0.5070 0.83 0.83 1.55 0.058
H -1.9510 1.6070 -0.7305 -0.16 1.16 -1.27 0.069
H -3.4117 -1.1643 -1.0351 2.20 1.36 0.12 0.147
H -3.0778 0.2586 0.6192 -0.37 0.00 0.37 0.029
```
Forces are in eV/Å.